A 8-piece molecular cluster, C16H27Cl6N5 overall. Source: OMol25; level of theory: the ωB97M-V functional and the def2-TZVPD basis.

Cartesian coordinates (Å):
C1 2.73200 0.56360 -5.06536
C2 2.56700 0.67915 -3.61701
N1 2.44388 0.66095 -2.48706
H1 1.79261 0.62837 -5.61444
H2 3.28158 -0.33300 -5.35200
H3 3.32200 1.41093 -5.41468
C3 -0.83596 2.94482 -1.92625
C4 -0.02054 3.79957 -1.05782
N2 0.61118 4.52208 -0.39315
H4 -1.32839 3.57271 -2.66880
H5 -1.54224 2.35325 -1.34373
H6 -0.28918 2.20478 -2.51060
C5 4.80944 -2.18841 -0.99564
C6 6.12698 -1.55798 -1.32272
N3 7.12106 -1.18423 -1.60823
H7 4.01338 -1.44391 -0.98493
H8 4.92529 -2.74187 -0.06379
H9 4.65861 -2.96417 -1.74635
C7 1.46129 1.40420 3.45097
C8 0.85278 0.09353 3.81197
N4 0.42143 -0.92505 4.08203
H10 0.76681 2.21153 3.68337
H11 1.62734 1.45901 2.37509
H12 2.38883 1.57809 3.99646
C9 2.11962 -6.07862 -1.12524
C10 3.39117 -5.61104 -0.49684
N5 4.38054 -5.24216 -0.05612
H13 1.33528 -6.21784 -0.38124
H14 2.17821 -6.85516 -1.88791
H15 1.77305 -5.17609 -1.62866
Cl1 -6.00436 -0.16313 1.94231
C11 -5.14855 0.06333 0.42129
C12 -5.97797 1.01064 -0.47088
Cl2 -7.49653 0.30986 -0.98455
H16 -5.02210 -0.85511 -0.15193
H17 -4.21477 0.56269 0.67975
H18 -5.52496 1.16078 -1.45084
H19 -6.06588 2.02342 -0.07762
Cl3 -1.78405 -0.68766 0.10851
C13 -0.17163 -0.19504 -0.35298
C14 0.89443 -1.07841 0.27216
Cl4 0.81380 -2.79086 -0.19276
H20 -0.10313 0.78798 0.11293
H21 -0.13767 -0.12041 -1.43989
H22 0.64032 -1.00314 1.32945
H23 1.92278 -0.73864 0.14904
Cl5 -4.54927 3.91971 3.16244
C15 -3.25511 3.02540 4.06250
C16 -2.65328 1.89330 3.25713
Cl6 -1.81763 2.51384 1.79794
H24 -3.73630 2.56524 4.92553
H25 -2.47477 3.68949 4.43416
H26 -3.35625 1.11142 2.96969
H27 -1.86216 1.42826 3.84532

Computed properties:
**Energy above the lowest of the compared OMol25 structures with the same formula, charge and spin**: 1.012 eV
**E_HOMO**: -10.71 eV
**Orbital gap**: 10.8 eV
**Largest force on an atom**: 8.04 eV Å⁻¹